21
Properties=species:S:1:pos:R:3:forces:R:3 method="wB97M-V/def2-TZVPD" e_above_lowest_kcal_mol=36.1 lumo_ev=0.34 gap_ev=9.94 energy_ha=-511.096319 smiles="N=C(N)N.O.O.O.O" spin_multiplicity=1
N 0.779 0.307 0.216 -0.3742 0.2730 1.4093
C -0.359 0.752 0.651 -0.3164 0.1945 1.3028
N -0.804 0.798 2.064 1.8960 0.7646 -3.4615
N -1.313 1.236 -0.293 2.7948 -4.5626 0.0080
H 1.402 -0.078 0.956 -0.9990 0.2580 -0.4986
H -1.769 0.769 2.155 -1.9067 0.0243 0.0945
H -0.319 0.280 2.771 0.4372 -0.4849 -0.2224
H -1.005 1.041 -1.254 0.1576 0.4878 0.5554
H -1.787 2.046 -0.190 -1.5992 2.9705 0.8774
O 0.862 1.234 -2.484 0.2654 2.3955 2.3774
H 0.922 0.605 -3.162 0.4675 -1.7488 -0.9400
H 1.354 0.953 -1.656 -0.9863 0.2621 -1.5827
O 1.381 -0.250 3.507 -0.4765 -1.0006 -0.7745
H 1.584 -0.766 4.318 0.1867 1.8941 -0.6152
H 1.487 0.706 3.341 0.5744 -0.8217 1.5495
O 0.868 -1.363 -2.156 0.4784 -2.7339 -3.4875
H -0.063 -1.574 -2.127 -0.3916 0.1132 0.5937
H 1.127 -0.817 -1.477 0.1671 1.6956 2.7447
O -1.623 -2.106 -1.354 -2.1113 6.6042 -1.8859
H -1.453 -2.828 -0.887 1.1862 -4.8949 3.3379
H -1.859 -1.363 -0.704 0.5498 -1.6899 -1.3823